(1)
Formula: C19H21ClN2O3
Source: OMol25
Level of theory: ωB97M-V with the def2-TZVPD basis set

Summary:
SMILES string: CCOc1ccccc1NC(=O)CCCNC(=O)c1ccc(Cl)cc1
spin multiplicity: 1
HOMO: -8.165 eV
frontier orbital gap: 8.74 eV

```
46
Properties=species:S:1:pos:R:3:forces:R:3
C -0.462602 -4.181707 1.767823 0.1 0.4 -0.1
C 0.470260 -3.000028 1.520559 0.1 -0.4 0.2
O -0.020051 -2.116090 0.532256 -0.2 0.4 -0.2
C -0.965169 -1.180653 0.861228 -0.2 0.1 -0.1
C -1.539231 -1.008810 2.108929 0.1 -0.2 -0.1
C -2.471406 -0.002407 2.315519 -0.1 0.1 0.0
C -2.834725 0.836801 1.282483 0.0 -0.1 0.1
C -2.272429 0.675404 0.026729 -0.1 0.0 -0.1
C -1.343001 -0.326537 -0.193975 -0.1 0.0 0.2
N -0.742963 -0.568909 -1.435542 0.2 -0.4 0.3
C -0.702239 0.228787 -2.528737 0.1 -0.3 -0.5
O -1.238436 1.317953 -2.608695 -0.2 0.3 0.0
C 0.096104 -0.369788 -3.678552 0.1 0.1 0.0
C 1.596987 -0.455039 -3.381973 0.0 0.2 0.0
C 2.227299 0.919429 -3.127370 0.2 -0.3 0.0
N 1.690714 1.556151 -1.945069 -0.1 0.2 -0.1
C 2.038285 1.115667 -0.712429 -0.1 0.2 -0.1
O 2.926948 0.299207 -0.541460 0.1 -0.2 0.0
C 1.259003 1.680282 0.429645 0.0 0.0 0.3
C 1.368189 1.011945 1.646831 0.1 0.1 -0.2
C 0.647762 1.418692 2.750651 0.0 0.1 0.0
C -0.193083 2.514141 2.636066 0.2 0.0 -0.3
Cl -1.125853 3.015867 3.995793 -0.2 0.1 0.2
C -0.295925 3.211058 1.442843 0.0 0.1 0.1
C 0.429592 2.794030 0.342897 0.2 -0.1 0.0
H -1.429390 -3.844762 2.133540 -0.1 0.0 0.1
H -0.019572 -4.848933 2.501872 0.0 -0.1 0.1
H -0.619291 -4.730452 0.842373 0.0 -0.1 -0.1
H 0.673421 -2.458081 2.451160 0.0 0.0 -0.1
H 1.422410 -3.355568 1.115900 -0.1 0.1 0.1
H -1.268313 -1.646324 2.935279 0.1 -0.1 0.0
H -2.907195 0.118612 3.295431 0.0 0.0 0.1
H -3.558230 1.619859 1.446570 -0.1 0.1 0.0
H -2.546636 1.325136 -0.786927 0.0 0.0 0.0
H -0.184147 -1.412350 -1.439911 0.0 0.1 -0.1
H -0.069263 0.259812 -4.554821 -0.1 0.0 0.1
H -0.288898 -1.368992 -3.892965 0.0 0.0 0.0
H 2.100959 -0.916352 -4.233122 0.0 -0.1 0.0
H 1.781957 -1.077806 -2.504702 0.1 -0.1 0.0
H 2.061037 1.582383 -3.978241 0.0 0.0 0.0
H 3.301664 0.789227 -2.971474 -0.1 0.1 -0.1
H 0.846303 2.092779 -2.060523 0.0 0.0 0.1
H 2.032355 0.162252 1.700862 0.0 -0.1 0.0
H 0.729112 0.895423 3.690417 0.0 0.0 0.1
H -0.944412 4.070319 1.375509 -0.1 0.1 0.0
H 0.342096 3.358372 -0.572675 0.0 0.0 -0.1
```
Positions in Å, forces in eV/Å.

Atom charges from the Mulliken analysis, given in e for atoms 1 to 6: -1.156, -0.577, -0.436, 1.090, -0.257, -0.905

---

(2)
Formula: C6H9NO
Source: OMol25
Level of theory: ωB97M-V with the def2-TZVPD basis set

Summary:
SMILES string: c1ccncc1.CO
spin multiplicity: 1
HOMO: -8.532 eV
frontier orbital gap: 9.09 eV

```
17
Properties=species:S:1:pos:R:3:forces:R:3
C -2.411493 -0.077626 -0.314762 0.5 1.9 -0.2
C -1.736877 -1.281040 -0.024222 0.4 1.7 0.2
C -0.424658 -1.276164 0.419039 -1.8 2.6 0.6
N 0.232949 -0.105123 0.667717 -3.5 0.7 1.7
C -0.423385 1.020916 0.342882 -0.6 1.0 -0.2
C -1.718147 1.166279 -0.184096 0.2 -3.5 0.7
H -3.441391 0.011189 -0.662839 0.2 -0.7 0.2
H -2.229422 -2.199106 -0.009906 -0.9 -1.3 -0.4
H 0.055014 -2.172990 0.648103 1.0 -1.1 0.3
H 0.065731 1.993044 0.398536 0.7 -0.4 0.7
H -2.125428 2.151882 -0.324180 -0.2 0.0 -0.3
C 2.673423 0.297094 -0.004779 1.4 -2.2 -3.5
O 1.801889 -0.722526 -0.629398 -2.0 3.8 -2.2
H 3.604649 -0.138493 -0.477985 -0.2 1.8 0.6
H 2.493175 1.393489 -0.078492 -0.1 -0.9 -0.8
H 2.748514 0.079270 0.984871 0.0 -0.6 3.1
H 0.835461 -0.140091 -0.750494 4.9 -2.9 -0.4
```
Positions in Å, forces in eV/Å.

Atom charges from the Mulliken analysis, given in e for atoms 1 to 6: -0.231, -0.465, -0.182, -0.541, -0.082, -0.460

---

(3)
Formula: C33H59N4O3PTi
Source: OMol25
Level of theory: ωB97M-V with the def2-TZVPD basis set

Summary:
spin multiplicity: 3
HOMO (alpha / beta): -4.133 / -6.951 eV
frontier orbital gap (alpha / beta): 4.50 / 7.31 eV

```
101
Properties=species:S:1:pos:R:3:forces:R:3
Ti 0.766235 -2.874049 -1.168599 0.0 -0.3 -2.9
N -0.123784 -4.892230 -1.177020 -2.5 -0.7 0.8
C 0.723917 -5.893498 -1.785582 0.6 -1.2 -0.1
C 2.081931 -5.698419 -1.076764 0.5 0.0 -2.2
N 2.685766 -4.366543 -1.461248 0.3 -1.4 -0.2
C 3.366833 -4.548082 -2.776720 -0.2 0.2 -0.4
C 3.967143 -3.253529 -3.350615 -0.3 -1.2 -1.3
N 2.921472 -2.252537 -3.613096 1.1 0.4 -0.8
C 3.757471 -4.004976 -0.516267 -0.5 0.1 1.1
C 3.628394 -2.489436 -0.133215 1.0 -1.2 1.2
N 2.560518 -1.894333 -0.885750 0.3 2.6 -0.1
H -0.298841 -5.114257 -0.190509 0.0 -0.2 -0.4
H -1.071730 -4.860332 -1.627800 1.3 0.1 0.4
H 0.721680 -5.742157 -2.868704 0.4 0.5 0.2
H 0.386623 -6.970056 -1.722620 0.1 1.0 0.6
H 2.803038 -6.486717 -1.392185 -0.4 0.2 0.5
H 1.917202 -5.707774 -0.015288 0.0 -0.1 0.5
H 2.634363 -4.901220 -3.533769 0.4 0.0 0.6
H 4.189710 -5.305575 -2.630734 -0.7 0.5 -0.3
H 4.554191 -3.591883 -4.240241 -0.7 0.2 0.1
H 4.753205 -2.874247 -2.743538 0.4 0.7 1.0
H 2.050647 -2.695858 -3.907772 0.0 0.1 0.0
H 3.223820 -1.557550 -4.321032 -0.4 -0.7 0.7
H 4.742690 -4.248829 -0.892368 0.2 0.0 -0.3
H 3.644395 -4.651915 0.392492 0.0 0.8 -0.6
H 4.573224 -1.922602 -0.193664 -0.2 -0.4 -0.3
H 3.432871 -2.583538 0.955338 -0.4 0.9 -0.6
H 2.774800 -1.740772 -1.933249 -0.1 -0.3 1.0
H 2.304717 -0.946516 -0.532327 0.3 -0.9 -0.3
C -2.329897 -2.699949 -8.544566 0.5 -0.4 0.3
O -1.746814 -3.413207 -7.431124 0.0 0.4 -0.8
C -1.422634 -2.689887 -6.318144 0.0 2.3 0.4
C -1.874515 -1.308032 -6.129561 0.1 -2.8 0.1
C -1.814058 -0.835105 -4.825982 0.6 1.4 -0.2
C -0.835320 -1.315494 -3.878918 -1.4 -1.3 0.2
C -0.654735 -0.701117 -2.632153 -0.1 -0.5 -0.7
C -1.511876 0.442787 -2.271734 -0.8 -0.5 1.3
O 0.235968 -1.116692 -1.755617 0.4 0.6 0.6
C -0.360385 -2.681754 -4.102828 0.0 0.0 -0.2
O 0.290117 -3.379096 -3.152547 0.0 0.5 -0.6
C -0.664622 -3.333763 -5.306904 -0.3 1.0 -0.1
H -1.603364 -1.957892 -8.994984 -0.8 -0.8 0.4
H -3.274067 -2.219819 -8.275209 0.2 0.3 0.2
H -2.621517 -3.499212 -9.232505 0.4 0.3 -0.2
H -2.367653 -0.745794 -6.930924 -0.1 -0.5 0.6
H -2.482207 0.030669 -4.587083 1.1 -0.6 -0.2
H -1.142831 1.344129 -2.662311 0.6 1.5 -0.6
H -1.592513 0.573811 -1.180117 0.1 -0.2 -0.3
H -2.517888 0.311650 -2.670918 -0.1 0.0 0.2
H -0.280694 -4.336195 -5.440579 -0.2 -0.1 -0.1
C 0.497694 -1.805516 2.973371 0.1 -0.7 0.5
C 0.521393 -2.989508 1.976104 0.1 0.6 0.5
C -0.222598 -4.163622 2.608256 0.8 -0.9 0.8
C -0.113469 -2.558560 0.655773 0.5 1.3 0.4
H 1.037434 -2.018912 3.893408 0.0 -0.4 0.3
H -0.499719 -1.507623 3.250914 -0.6 -0.1 0.0
H 0.962973 -0.918862 2.610692 0.5 0.7 -0.8
H 1.625522 -3.186071 1.885748 -0.8 -0.3 -0.3
H -1.142027 -3.767189 2.979057 -0.9 0.2 0.1
H 0.266665 -4.595928 3.525206 -0.1 0.4 -0.9
H -0.476086 -5.022527 1.958404 0.3 0.5 0.0
H -0.175715 -1.432685 0.557857 0.0 -1.1 0.4
H -1.099681 -2.912247 0.386798 -0.8 -0.3 0.7
C 0.846338 6.017262 3.788777 0.9 -0.9 0.0
C 0.383681 5.563917 2.377426 0.6 1.3 -0.1
C 0.083749 6.809669 1.463559 1.0 0.3 1.8
C 1.580872 4.810599 1.739678 -0.6 -0.1 -0.7
P -1.119698 4.397739 2.424692 -0.2 -0.1 0.7
C -0.978749 3.726658 4.176291 0.9 0.3 -0.6
C -0.347528 2.468959 4.241128 -0.3 0.6 -0.1
C -0.420396 1.713952 5.398237 0.5 -1.1 -0.1
C -1.147118 2.145246 6.489285 -0.3 0.6 -0.4
C -1.551169 3.494776 6.479138 0.2 -0.3 0.8
C -1.367348 4.342412 5.389502 -0.6 -0.4 -0.3
C -2.825739 5.281591 2.538120 0.7 1.1 -1.3
C -2.948694 6.443242 3.527772 -1.0 0.2 0.4
C -3.843608 4.214504 2.837644 -1.0 -0.1 2.5
C -3.218632 5.819934 1.100546 0.9 1.6 1.5
H 1.760647 6.669264 3.748659 -0.9 -0.3 -0.2
H 1.176508 5.091003 4.378073 -0.7 1.4 -0.6
H 0.030099 6.545635 4.289324 0.3 -0.1 0.2
H 0.992609 7.460723 1.379539 -0.4 -0.8 -0.1
H -0.631310 7.499127 1.938621 -0.2 -0.5 -0.4
H -0.202111 6.461420 0.495689 -0.4 0.1 -0.7
H 2.453068 5.460804 1.681670 0.0 0.3 0.0
H 1.365551 4.461114 0.701256 0.0 0.1 0.8
H 1.905179 3.976849 2.349979 -0.2 -0.4 0.1
H 0.203456 2.084928 3.372981 -0.5 0.1 0.2
H 0.075908 0.735181 5.409962 -0.3 0.3 0.0
H -1.427177 1.426677 7.269170 0.3 0.7 0.0
H -1.970206 3.877876 7.399311 -0.2 0.2 0.0
H -1.629171 5.430210 5.475151 0.4 -1.6 -0.1
H -2.179950 7.207644 3.414096 0.1 -0.1 0.0
H -2.934558 6.054015 4.560015 -0.2 0.4 -0.6
H -3.935141 6.973367 3.400594 0.8 -0.5 0.0
H -3.874199 3.902981 3.926553 0.5 0.2 -1.0
H -3.667547 3.336281 2.260945 -0.1 -0.7 -0.6
H -4.875137 4.605036 2.703648 0.6 -0.2 -0.4
H -2.980015 6.906599 1.006174 0.0 -0.7 0.1
H -4.269886 5.725090 1.008556 -1.1 0.0 -0.1
H -2.795918 5.336311 0.264220 0.8 -0.9 -0.8
```
Positions in Å, forces in eV/Å.

Atom charges from the Mulliken analysis, given in e for atoms 1 to 6: 0.385, -0.506, -0.607, -0.987, 0.543, -1.036

---

(4)
Formula: C25H28Br2GaN5OS
Source: OMol25
Level of theory: ωB97M-V with the def2-TZVPD basis set

Summary:
spin multiplicity: 1
total charge: +2
HOMO: -12.952 eV
frontier orbital gap: 7.43 eV

```
63
Properties=species:S:1:pos:R:3:forces:R:3
Ga 0.354245 -0.776680 1.028196 -0.1 0.3 -0.1
N 1.027145 0.897764 2.240448 0.2 -0.9 -0.2
C 1.322666 0.405432 3.618050 0.4 0.9 0.2
C 0.438620 -0.787267 3.993179 -0.6 1.3 0.5
N 0.365854 -1.749786 2.919707 0.1 -0.9 -0.5
C 1.397763 -2.822534 2.875220 0.5 0.7 -1.1
C 2.665254 -2.342583 2.127623 -0.1 -0.4 -0.5
N 2.265645 -1.659212 0.879990 -0.3 -0.5 -1.5
H 1.844620 1.310763 1.819239 0.6 -0.1 -0.1
H 0.412504 1.680897 2.255899 -1.0 0.5 0.2
H 1.218036 1.256409 4.322243 -0.1 -0.7 -0.2
H 2.381870 0.162063 3.625277 0.0 -0.2 0.1
H -0.590016 -0.390879 4.164916 0.6 -0.4 0.0
H 0.790107 -1.232942 4.921557 0.0 0.0 0.1
H -0.496029 -2.278058 3.000809 -0.3 0.3 -0.1
H 0.968492 -3.635964 2.275319 0.1 0.1 0.4
H 1.634900 -3.137266 3.872664 0.2 -0.4 0.5
H 3.286068 -3.197859 1.838140 0.0 0.1 0.6
H 3.266678 -1.633360 2.672842 0.2 0.0 0.5
H 2.051840 -2.379735 0.136672 0.2 0.9 1.0
H 3.002873 -1.064960 0.471201 -0.4 -0.4 0.5
Br -1.072943 -4.377051 -1.610762 -0.5 -0.4 -0.3
C -2.222483 -3.307514 -0.592442 -1.7 -0.7 -0.2
C -3.653771 -3.440987 -0.519666 1.3 -0.7 -0.6
C -4.370471 -2.601173 0.267772 -0.8 -0.2 0.1
Br -6.187650 -3.076955 0.582451 0.2 0.5 -0.1
C -3.766635 -1.467082 0.872473 -0.7 1.3 0.2
C -4.452467 -0.314185 1.408313 0.3 -0.5 0.2
C -3.725739 0.790438 1.827357 0.2 -1.2 0.0
C -2.313227 0.709303 1.804728 -0.8 0.5 0.4
N -1.660578 -0.327105 1.344825 -0.1 -0.5 -0.3
C -2.370064 -1.381646 0.823536 0.1 -0.2 0.0
C -1.603785 -2.408479 0.193611 0.8 0.9 0.1
O -0.287855 -2.376126 0.258631 0.4 0.3 0.5
H -4.129398 -4.260901 -1.068938 0.1 0.4 0.3
H -5.542031 -0.347203 1.532474 0.5 0.1 -0.2
H -4.215992 1.627588 2.294385 0.0 0.2 -0.1
H -1.735754 1.510726 2.256326 0.0 0.0 -0.2
N 0.551380 0.035113 -0.741187 -0.4 1.2 0.1
S 0.091979 1.537729 -1.238414 0.3 -0.6 1.1
C 1.622158 2.439478 -1.377697 0.8 -0.6 0.5
C 2.848512 1.750668 -1.344549 -1.3 -0.4 -0.8
C 4.014267 2.441708 -1.404415 1.2 0.9 0.0
C 4.000451 3.837973 -1.422047 -0.4 -0.2 0.0
C 2.791853 4.516675 -1.358659 0.7 0.2 -0.3
C 1.611203 3.814554 -1.330237 -0.2 -0.2 0.0
C -0.476925 1.322875 -2.861905 -0.2 0.1 -1.0
C 0.427229 0.866762 -3.813318 0.0 0.2 0.2
C 0.013547 0.581165 -5.104963 -0.6 0.2 0.1
C -1.307069 0.869897 -5.451851 -0.4 0.0 1.2
C -2.201755 1.384180 -4.494117 0.5 -0.1 -0.6
C -1.800303 1.595217 -3.196759 -0.1 -0.1 0.9
H 0.635165 -0.612240 -1.506591 0.0 -0.2 -0.3
H 2.888427 0.684485 -1.474793 -0.2 -0.3 0.3
H 4.961185 1.907104 -1.482839 -0.2 0.2 0.1
H 4.915007 4.375779 -1.531428 0.5 0.3 0.1
H 2.741562 5.595681 -1.404476 0.2 0.0 0.1
H 0.712178 4.374441 -1.288398 -0.9 0.3 0.0
H 1.448391 0.807587 -3.478065 0.4 -0.4 -0.4
H 0.675269 0.143463 -5.833802 0.2 0.1 0.0
H -1.712898 0.631505 -6.409009 0.1 0.0 -0.7
H -3.216662 1.633612 -4.748583 -0.2 -0.1 -0.2
H -2.532443 1.888697 -2.436167 0.4 0.1 -0.3
```
Positions in Å, forces in eV/Å.

Atom charges from the Mulliken analysis, given in e for atoms 1 to 6: 0.344, -0.236, -0.787, -0.564, -0.281, -0.644

---

(5)
Formula: C4H9N3
Source: OMol25
Level of theory: ωB97M-V with the def2-TZVPD basis set

Summary:
SMILES string: [H]/N=C/N(N)C(=C)C
spin multiplicity: 1
HOMO: -8.097 eV
frontier orbital gap: 8.96 eV

```
16
Properties=species:S:1:pos:R:3:forces:R:3
H 1.274722 0.574867 -3.165526 -0.2 -0.1 0.4
N 0.582342 0.403477 -2.430436 0.1 -0.1 1.3
C 1.175363 0.325697 -1.284906 0.1 0.3 -1.1
N 0.637552 0.069097 -0.029926 1.0 0.4 -1.7
N 1.529652 0.082467 1.071774 -0.1 0.1 0.9
C -0.717838 -0.075263 0.274324 -2.0 0.0 0.3
C -1.690618 0.696797 -0.243876 1.1 0.1 -0.1
C -1.093938 -1.196873 1.215434 0.2 -0.2 0.2
H 2.272492 0.449497 -1.261896 -0.3 -0.1 0.5
H 1.304642 0.897667 1.646184 0.1 -0.1 -0.2
H 2.495652 0.213317 0.776734 -0.4 -0.2 -0.3
H -2.735537 0.546537 0.000994 0.2 -0.2 0.0
H -1.456497 1.500107 -0.935426 0.0 -0.1 0.0
H -2.167117 -1.209163 1.435324 0.2 0.2 -0.2
H -0.569107 -1.117283 2.172154 0.0 -0.1 -0.2
H -0.841768 -2.160943 0.759074 0.1 0.1 0.1
```
Positions in Å, forces in eV/Å.

Atom charges from the Mulliken analysis, given in e for atoms 1 to 6: 0.242, -0.639, 0.053, 0.385, -0.800, 0.639

---

What F_max values result from the calculations? In sequence: 0.0113 0.1102 0.0564 0.0358 0.0393 Eh/bohr.